Entry 1:
Below is an isolated molecule of C3H3NOS2 at a distorted geometry, with properties calculated with ωB97M-V/def2-TZVPD.

```
10
Properties=species:S:1:pos:R:3
C -0.614 -1.268 1.019
C -0.817 -0.210 -0.101
C 1.652 0.495 -0.697
H 0.379 -1.819 1.420
H -1.900 -0.205 -0.478
H 2.708 0.475 -0.892
N 1.303 1.439 0.031
O -1.721 -1.525 1.622
S 0.480 -0.728 -1.354
S -0.347 1.326 0.444
```

Results
HOMO energy ... -8.8448 eV
SMILES ... O=C[C@@H]1SC=NS1
HOMO-LUMO gap ... 8.846 eV
Molecular weight ... 133.20 g/mol
Energy relative to the best compared isomer or geometry (same formula, charge and spin) ... 2.479 eV
Total energy ... -1042.40758 hartree
LUMO level ... 0.0000 Ha

Entry 2:
Below is an isolated molecule of C3H3NOS2 at a distorted geometry, with properties calculated with ωB97M-V/def2-TZVPD.

```
10
Properties=species:S:1:pos:R:3
C 0.498 0.450 0.875
C 0.835 -0.524 1.700
C -0.075 0.089 -0.321
N -0.769 1.070 -1.200
O -1.158 0.445 -2.344
S 0.638 -2.153 1.010
S -0.258 -1.578 -0.714
H 0.534 1.497 0.990
H 1.448 -0.485 2.726
H -1.692 1.189 -2.721
```

Results
HOMO energy (alpha / beta) ... -7.3371 / -7.3795 eV
SMILES ... O/N=c1/ccss1
HOMO-LUMO gap (alpha / beta) ... 7.462 / 7.492 eV
Molecular weight ... 133.20 g/mol
Energy relative to the best compared isomer or geometry (same formula, charge and spin) ... 3.567 eV
Total energy ... -1042.36759 hartree
LUMO level (alpha / beta) ... 0.0046 / 0.0041 Ha

Entry 3:
Below is an isolated molecule of C3H3NS at a distorted geometry, with properties calculated with ωB97M-V/def2-TZVPD.

```
8
Properties=species:S:1:pos:R:3
C -0.114 0.655 -0.051
C 1.262 0.281 -0.094
C 2.413 -0.196 0.004
H -3.127 -1.204 0.111
H -0.307 1.687 0.140
H 3.407 -0.959 0.016
N -0.931 -0.327 -0.090
S -2.603 0.062 -0.035
```

Results
HOMO energy ... -8.9034 eV
SMILES ... C#C/C=N/S
HOMO-LUMO gap ... 9.142 eV
Molecular weight ... 85.13 g/mol
Energy relative to the best compared isomer or geometry (same formula, charge and spin) ... 2.662 eV
Total energy ... -568.91976 hartree
LUMO level ... 0.0088 Ha

Entry 4:
Below is a structure of composition C3H3NS at a distorted geometry, with properties calculated with ωB97M-V/def2-TZVPD.

```
8
Properties=species:S:1:pos:R:3
C -0.618 -0.044 0.083
C 0.711 -0.413 0.037
C 1.800 -1.110 -0.155
H -1.848 1.439 -0.219
H -0.163 1.974 0.589
H 2.823 -1.585 -0.074
N -1.017 1.287 -0.213
S -1.689 -1.549 -0.048
```

Results
HOMO energy ... -8.4024 eV
HOMO-LUMO gap ... 7.218 eV
Molecular weight ... 85.13 g/mol
Energy relative to the best compared isomer or geometry (same formula, charge and spin) ... 4.972 eV
Total energy ... -568.83487 hartree
LUMO level ... -0.0435 Ha

Entry 5:
Below is an isolated molecule of C3H3NS at a distorted geometry, with properties calculated with ωB97M-V/def2-TZVPD.

```
8
Properties=species:S:1:pos:R:3
C -0.701 -0.428 0.527
C 0.675 -0.141 -0.122
C 0.551 1.007 -0.938
H -0.862 -1.512 0.961
H -1.431 -0.321 -0.234
H -0.803 0.379 1.215
N 0.476 2.129 -1.353
S 2.095 -1.114 -0.054
```

Results
HOMO energy ... -9.6555 eV
SMILES ... CC(=S)C#N
HOMO-LUMO gap ... 7.816 eV
Molecular weight ... 85.13 g/mol
Energy relative to the best compared isomer or geometry (same formula, charge and spin) ... 0.753 eV
Total energy ... -568.98990 hartree
LUMO level ... -0.0676 Ha

Entry 6:
Below is an isolated molecule of C3H3NS2 at a distorted geometry, with properties calculated with ωB97M-V/def2-TZVPD.

```
9
Properties=species:S:1:pos:R:3
C -0.750 0.516 -0.616
C 0.223 1.422 -0.202
C 0.643 -0.980 0.599
N -0.386 -0.793 -0.181
S 1.157 -2.325 1.374
S 1.473 0.825 0.739
H -1.510 0.404 -1.388
H 0.236 2.519 -0.095
H -1.086 -1.588 -0.228
```

Results
HOMO energy ... -8.0127 eV
SMILES ... S=c1[nH]ccs1
HOMO-LUMO gap ... 8.405 eV
Molecular weight ... 117.20 g/mol
Energy relative to the best compared isomer or geometry (same formula, charge and spin) ... 0.307 eV
Total energy ... -967.20469 hartree
LUMO level ... 0.0144 Ha

Entry 7:
Below is a cluster of 2 separate species, C3H3NS2 in total at a distorted geometry, with properties calculated with ωB97M-V/def2-TZVPD.

```
9
Properties=species:S:1:pos:R:3
C 0.491 -2.554 -0.432
C 0.715 0.922 -0.309
C -0.535 1.074 0.070
N 0.124 -1.559 -0.923
S 3.346 0.090 0.657
S 2.268 0.996 -0.707
H 0.973 -3.419 -0.139
H -0.813 1.831 0.632
H -1.129 0.240 -0.304
```

Results
HOMO energy (alpha / beta) ... -8.2357 / -8.2369 eV
HOMO-LUMO gap (alpha / beta) ... 7.968 / 7.971 eV
Molecular weight ... 117.20 g/mol
Energy relative to the best compared isomer or geometry (same formula, charge and spin) ... 2.762 eV
Total energy ... -967.11448 hartree
LUMO level (alpha / beta) ... -0.0098 / -0.0098 Ha

Entry 8:
Below is an isolated molecule of C3H3NS3 at a distorted geometry, with properties calculated with ωB97M-V/def2-TZVPD.

```
10
Properties=species:S:1:pos:R:3
C 0.312 -0.061 0.379
C -0.893 -0.277 -0.494
C 0.826 1.298 0.595
H 1.551 -3.117 1.431
H -1.688 -0.860 -0.009
H 1.917 1.351 0.829
N 0.958 -1.015 0.940
S 0.481 -2.656 0.676
S -1.025 0.271 -1.991
S -0.078 2.633 0.583
```

Results
HOMO energy ... -8.9558 eV
SMILES ... S=CC(C=S)=NS
HOMO-LUMO gap ... 7.709 eV
Molecular weight ... 149.27 g/mol
Energy relative to the best compared isomer or geometry (same formula, charge and spin) ... 2.520 eV
Total energy ... -1365.34480 hartree
LUMO level ... -0.0458 Ha

Entry 9:
Below is a structure of composition C3H3O2P2S2 at a distorted geometry, with properties calculated with ωB97M-V/def2-TZVPD.

```
12
Properties=species:S:1:pos:R:3
C -3.921 0.352 -1.283
C -0.018 0.251 0.195
C -0.975 0.713 1.167
O -2.899 0.891 -1.458
O -4.953 -0.134 -1.399
P -1.222 2.313 1.572
P -2.390 -0.313 1.521
S 0.103 3.526 0.723
S -2.310 -1.869 0.391
H -0.313 0.582 -0.799
H 0.937 0.706 0.297
H 0.128 -0.806 0.365
```

Results
HOMO energy ... -4.2173 eV
HOMO-LUMO gap ... 6.978 eV
Charge ... -1
Molecular weight ... 197.14 g/mol
Energy relative to the best compared isomer or geometry (same formula, charge and spin) ... 0.000 eV
Total energy ... -1745.79164 hartree
LUMO level ... 0.1015 Ha

Entry 10:
Below is a cluster of 2 separate species, C3H3O2S in total at a distorted geometry, with properties calculated with ωB97M-V/def2-TZVPD.

```
9
Properties=species:S:1:pos:R:3
C -1.206 0.370 -0.539
C -1.029 -0.851 -0.138
C -0.254 0.239 0.576
O 1.566 -0.822 -0.676
O 2.171 1.338 0.200
S 1.645 0.009 0.542
H -1.308 0.948 -1.428
H -0.925 -1.803 -0.564
H -0.660 0.572 2.026
```

Results
HOMO energy ... -3.1571 eV
HOMO-LUMO gap ... 7.366 eV
Charge ... -1
Molecular weight ... 103.12 g/mol
Energy relative to the best compared isomer or geometry (same formula, charge and spin) ... 5.104 eV
Total energy ... -664.64783 hartree
LUMO level ... 0.1547 Ha

Entry 11:
Below is a structure of composition C3H3O2Yb at a distorted geometry, with properties calculated with ωB97M-V/def2-TZVPD.

```
9
Properties=species:S:1:pos:R:3
O -0.281 -0.837 1.339
O 0.221 0.199 -2.569
C 0.546 -1.780 1.460
C 1.727 -1.780 0.668
C -0.265 0.774 -1.727
H 0.271 -2.672 2.041
H 2.196 -0.824 0.431
H 2.235 -2.724 0.473
Yb -0.609 1.405 0.846
```

Results
HOMO energy (alpha / beta) ... -18.4504 / -19.2936 eV
HOMO-LUMO gap (alpha / beta) ... 8.769 / 9.074 eV
2S+1 ... 2
Charge ... +2
Molecular weight ... 244.09 g/mol
⟨S²⟩ ... 0.7570
Energy relative to the best compared isomer or geometry (same formula, charge and spin) ... 0.000 eV
Total energy ... -1424.57725 hartree
LUMO level (alpha / beta) ... -0.3558 / -0.3756 Ha

Entry 12:
Below is a structure of composition C3H3O3 at a distorted geometry, with properties calculated with ωB97M-V/def2-TZVPD.

```
9
Properties=species:S:1:pos:R:3
C -2.055 0.052 -0.281
C 1.498 0.285 0.264
C 0.894 -0.702 -0.649
O -2.519 -0.977 -0.630
O -2.206 1.172 0.186
O 1.459 -0.966 0.653
H 2.506 0.625 0.042
H 0.895 0.997 0.814
H -0.470 -0.486 -0.399
```

Results
HOMO energy (alpha / beta) ... -2.9001 / -2.9016 eV
HOMO-LUMO gap (alpha / beta) ... 6.870 / 6.872 eV
Charge ... -1
Molecular weight ... 87.05 g/mol
Energy relative to the best compared isomer or geometry (same formula, charge and spin) ... 4.716 eV
Total energy ... -341.73046 hartree
LUMO level (alpha / beta) ... 0.1459 / 0.1459 Ha

Entry 13:
Below is a structure of composition C3H3O3S at a distorted geometry, with properties calculated with ωB97M-V/def2-TZVPD.

```
10
Properties=species:S:1:pos:R:3
C 0.610 0.120 0.194
C -0.308 0.888 -0.333
C -1.087 -0.478 -0.731
O -1.329 3.085 0.658
O -1.540 2.647 -1.830
O 0.089 -1.140 -0.082
S -0.667 2.733 -0.596
H 1.504 0.179 0.756
H -1.931 -0.695 -0.251
H -1.181 -0.581 -1.851
```

Results
HOMO energy ... -3.1900 eV
HOMO-LUMO gap ... 7.069 eV
Charge ... -1
Molecular weight ... 119.12 g/mol
Energy relative to the best compared isomer or geometry (same formula, charge and spin) ... 2.986 eV
Total energy ... -739.96548 hartree
LUMO level ... 0.1426 Ha

Entry 14:
Below is the ion C3H3O3S with charge -1 at a distorted geometry, with properties calculated with ωB97M-V/def2-TZVPD.

```
10
Properties=species:S:1:pos:R:3
C 0.050 0.899 0.625
C 0.846 -0.947 -0.612
C 1.110 0.164 0.292
O -1.786 0.591 -1.228
O -2.458 0.233 1.119
O 1.421 -2.035 -0.722
S -1.465 -0.122 0.041
H 0.057 1.710 1.387
H 0.161 -0.948 -1.520
H 2.065 0.454 0.618
```

Results
HOMO energy ... -3.7198 eV
SMILES ... O=S(=O)=C/C=C/[O-]
HOMO-LUMO gap ... 7.804 eV
Charge ... -1
Molecular weight ... 119.12 g/mol
Energy relative to the best compared isomer or geometry (same formula, charge and spin) ... 2.334 eV
Total energy ... -739.98944 hartree
LUMO level ... 0.1501 Ha

Entry 15:
Below is the ion C3H3O3S with charge -1 at a distorted geometry, with properties calculated with ωB97M-V/def2-TZVPD.

```
10
Properties=species:S:1:pos:R:3
C -1.324 -1.076 -0.418
C 0.411 0.474 0.527
C -0.064 -0.356 -0.813
O -2.308 -0.308 -0.199
O -1.289 -2.340 -0.241
O 1.343 1.711 1.042
S 0.806 -0.248 -2.213
H -0.417 0.622 1.124
H 0.834 -0.419 0.868
H 2.009 1.939 0.324
```

Results
HOMO energy ... -4.7078 eV
SMILES ... O=C([O-])C(=S)CO
HOMO-LUMO gap ... 7.975 eV
Charge ... -1
Molecular weight ... 119.12 g/mol
Energy relative to the best compared isomer or geometry (same formula, charge and spin) ... 1.919 eV
Total energy ... -740.00471 hartree
LUMO level ... 0.1200 Ha

Entry 16:
Below is a structure of composition C3H3O3Tl at a distorted geometry, with properties calculated with ωB97M-V/def2-TZVPD.

```
10
Properties=species:S:1:pos:R:3
O 0.924 -1.284 0.205
Tl 3.847 0.744 0.376
O 2.161 0.544 -0.286
C 1.184 -0.223 -0.293
O 0.052 0.446 -0.987
C -1.163 0.220 -0.641
C -1.533 -0.155 0.673
H -1.896 0.333 -1.443
H -2.323 0.419 1.158
H -1.253 -1.044 1.237
```

Results
HOMO energy (alpha / beta) ... -25.1863 / -26.0507 eV
HOMO-LUMO gap (alpha / beta) ... 6.231 / 7.100 eV
2S+1 ... 2
Charge ... +3
Molecular weight ... 291.44 g/mol
⟨S²⟩ ... 0.7524
Energy relative to the best compared isomer or geometry (same formula, charge and spin) ... 7.304 eV
Total energy ... -512.71488 hartree
LUMO level (alpha / beta) ... -0.6966 / -0.6964 Ha

Entry 17:
Below is a cluster of 2 separate species, C3H3O4 in total at a distorted geometry, with properties calculated with ωB97M-V/def2-TZVPD.

```
10
Properties=species:S:1:pos:R:3
C 0.392 2.882 -0.428
C 0.382 1.973 0.357
C -0.705 -1.911 -0.223
O -1.790 -1.954 -0.764
O -0.349 -1.103 0.600
O 0.240 -2.730 -0.770
O 0.400 1.371 1.520
H 0.277 3.460 -1.284
H 1.059 -2.457 -0.455
H 0.094 0.468 1.446
```

Results
HOMO energy ... -4.3796 eV
HOMO-LUMO gap ... 8.229 eV
Charge ... -1
Molecular weight ... 103.05 g/mol
Energy relative to the best compared isomer or geometry (same formula, charge and spin) ... 1.314 eV
Total energy ... -417.08050 hartree
LUMO level ... 0.1415 Ha

Entry 18:
Below is a structure of composition C3H3O4Rb at a distorted geometry, with properties calculated with ωB97M-V/def2-TZVPD.

```
11
Properties=species:S:1:pos:R:3
C -0.578 1.009 -0.782
C 0.238 2.167 -0.173
O 1.394 1.983 0.120
O 0.074 0.058 -1.221
H -1.513 1.306 -1.290
H -0.245 3.159 -0.102
Rb 2.937 -0.723 -0.168
O 0.703 -2.332 1.047
O -1.360 -3.193 0.876
C -0.549 -2.255 0.914
H -1.100 -1.180 0.780
```

Results
HOMO energy ... -7.2105 eV
HOMO-LUMO gap ... 5.394 eV
Molecular weight ... 188.52 g/mol
Energy relative to the best compared isomer or geometry (same formula, charge and spin) ... 1.826 eV
Total energy ... -441.10537 hartree
LUMO level ... -0.0668 Ha

Entry 19:
Below is an isolated molecule of C3H3P3 at a distorted geometry, with properties calculated with ωB97M-V/def2-TZVPD.

```
9
Properties=species:S:1:pos:R:3
C 0.240 0.022 1.844
C -0.833 0.421 1.053
C 0.142 0.140 0.051
P 1.172 -0.441 3.109
P -2.520 0.762 0.956
P 1.042 -0.206 -1.294
H 2.336 -0.940 2.252
H -2.275 1.125 -0.318
H -0.063 -0.342 -2.125
```

Results
HOMO energy (alpha / beta) ... -8.3355 / -8.2801 eV
SMILES ... P=C1C(=P)C1=P
HOMO-LUMO gap (alpha / beta) ... 6.120 / 6.180 eV
Molecular weight ... 131.98 g/mol
Energy relative to the best compared isomer or geometry (same formula, charge and spin) ... 4.010 eV
Total energy ... -1139.94230 hartree
LUMO level (alpha / beta) ... -0.0814 / -0.0772 Ha

Entry 20:
Below is a cluster of 21 separate species, C3H48O21S in total at a distorted geometry, with properties calculated with ωB97M-V/def2-TZVPD.

```
73
Properties=species:S:1:pos:R:3
O -0.625 0.002 -2.447
S -1.205 -0.170 -1.074
C -2.057 1.385 -0.943
C 1.189 -1.140 0.088
C 0.384 0.163 -0.303
H -3.032 1.510 -1.515
H -1.363 2.168 -1.294
H -2.337 1.548 0.108
H 1.431 -1.765 -0.771
H 2.080 -0.983 0.712
H 0.583 -1.654 0.827
H 0.991 0.749 -1.039
H 0.255 0.833 0.597
O -2.519 4.738 0.238
H -2.368 5.718 0.440
H -2.520 4.620 -0.767
O 1.400 -1.278 3.622
H 1.581 -0.745 4.463
H 0.520 -0.965 3.233
O -3.984 -1.417 0.336
H -3.796 -2.321 0.750
H -4.392 -0.823 1.047
O 3.809 -1.481 -1.999
H 3.380 -2.304 -1.595
H 3.115 -1.007 -2.562
O -1.170 -0.341 3.389
H -1.642 -1.230 3.489
H -1.871 0.389 3.394
O -0.074 2.416 -3.832
H -0.335 1.484 -3.536
H 0.504 2.826 -3.109
O -2.366 -3.590 0.956
H -1.672 -3.999 1.568
H -2.421 -4.157 0.120
O 0.002 -4.355 2.050
H 0.803 -3.782 2.285
H 0.300 -5.053 1.381
O 1.215 3.393 -1.407
H 0.589 3.393 -0.613
H 2.094 2.984 -1.115
O 2.633 -3.750 -1.003
H 1.662 -3.956 -1.202
H 3.011 -4.513 -0.456
O 4.191 0.423 2.789
H 3.514 1.173 2.845
H 4.395 0.256 1.812
O -3.629 4.804 -2.591
H -3.819 5.767 -2.836
H -4.473 4.267 -2.742
O -0.134 3.993 1.026
H -0.191 3.882 2.030
H -1.032 4.319 0.694
O 2.520 -3.518 2.607
H 3.314 -3.472 1.983
H 2.516 -2.681 3.175
O 2.913 2.405 0.498
H 3.443 1.547 0.583
H 2.454 2.581 1.382
O 4.632 0.116 0.237
H 4.143 -0.426 -0.464
H 5.609 -0.146 0.212
O -3.102 1.580 3.357
H -3.373 2.493 3.014
H -3.714 1.339 4.126
O 1.968 -0.455 -3.809
H 1.070 -0.419 -3.346
H 1.872 -1.024 -4.640
O -1.539 -3.071 -2.855
H -1.067 -3.803 -2.339
H -0.879 -2.322 -3.014
O -4.839 -1.099 -2.185
H -4.121 -0.660 -2.746
H -4.422 -1.388 -1.309
```

Results
HOMO energy ... -9.1475 eV
HOMO-LUMO gap ... 8.633 eV
Molecular weight ... 452.46 g/mol
Total energy ... -2121.22458 hartree
LUMO level ... -0.0189 Ha